Computed, not measured: C25H41F3O2OsP2 as an isolated structure in a non-equilibrium geometry, with ωB97M-V/def2-TZVPD.

The expectation value of S² is 6.031. The total energy is -59859.213 eV. For the HOMO-LUMO gap (spin up / spin down), the calculation gives 4.998 / 4.124 eV. Its max |F| is 5.408 eV Å⁻¹. The LUMO energy (spin up / spin down) comes out at -7.74 / -9.48 eV. Its energy relative to the best compared isomer or geometry (same formula, charge and spin) is 318.9 kJ/mol. The value obtained for the HOMO energy (spin up / spin down) is -12.735 / -13.601 eV.

Structure (ORCA input):
```
! RIJCOSX wB97M-V def2-TZVPD def2/J DEFGRID3
* xyz 2 5
Os -3.1204 0.3444 0.6623
C -0.3643 1.6507 -0.3546
C -1.6963 1.8817 0.2118
C -0.2870 0.9076 1.8111
C 0.4448 1.0904 0.6333
C -1.6166 1.4310 1.6005
C 0.1212 2.1831 -1.6449
H -0.7075 2.4783 -2.2913
H 0.7222 1.4309 -2.1683
H 0.7672 3.0639 -1.5076
C 1.9039 0.8238 0.5107
H 2.2358 0.8897 -0.5228
H 2.1461 -0.1746 0.8711
H 2.4889 1.5309 1.1068
C 0.2242 0.4276 3.1022
H 0.6913 1.2172 3.7110
H 0.9799 -0.3462 2.9494
H -0.5939 -0.0076 3.6848
C -2.6351 1.7482 2.6161
H -2.3183 1.3804 3.5957
H -3.5909 1.1751 2.3636
H -2.9292 2.8042 2.6280
C -2.6226 2.9341 -0.2714
H -2.4883 3.8808 0.2797
H -3.6519 2.5911 -0.0672
H -2.5005 3.0837 -1.3529
C 0.5885 -2.2642 -3.7976
C -0.1344 -1.4398 -4.5808
C -1.1180 -0.5061 -3.9167
C -1.6007 -1.0260 -2.5473
C -1.9391 -2.5299 -2.3920
C -1.1263 -3.4978 -1.8408
C 0.0426 -4.2272 -2.4231
C 0.6354 -3.7392 -3.7930
H -1.9786 -0.2819 -4.5671
H -2.5016 -0.4259 -2.3002
H -0.6300 0.4638 -3.7376
H 0.0682 -4.1857 -4.6231
H 1.1235 -1.8334 -2.9430
H -0.0424 -1.3746 -5.6766
H 1.6867 -4.0600 -3.8253
H 0.8707 -4.2381 -1.6914
H -1.4493 -3.9706 -0.8980
H -0.3055 -5.2669 -2.5393
H -0.8809 -0.7279 -1.7643
H -4.5024 1.0121 0.0995
P -3.6447 -2.5650 -1.6391
C -4.0587 -4.2238 -2.3615
C -4.8750 -1.5754 -2.4951
P -4.3443 -1.3177 1.0719
C -3.9761 -2.8621 0.0973
C -6.1705 -1.0553 0.8922
C -4.1483 -2.0701 2.7434
H -3.6190 -5.0386 -1.7708
H -3.6818 -4.2963 -3.3919
H -5.1458 -4.3551 -2.3817
H -5.7277 -2.2303 -2.7273
H -4.4710 -1.1861 -3.4378
H -5.2210 -0.7434 -1.8740
H -4.8686 -2.8755 2.9432
H -4.2688 -1.2798 3.4954
H -3.1264 -2.4758 2.8079
H -3.0922 -3.3739 0.5369
H -4.8222 -3.5721 0.1263
H -6.5686 -0.7044 1.8553
H -6.7228 -1.9506 0.5743
H -6.3244 -0.2600 0.1502
F 1.5697 -2.5054 0.5080
C 0.9581 -3.1386 1.5753
F 1.3864 -4.4203 1.5623
F 1.4559 -2.5490 2.7094
C -0.5948 -2.9871 1.4631
O -1.2552 -4.0514 1.3953
O -1.0070 -1.7774 1.4391
*
```



Computed, not measured: a 14-piece molecular cluster, H28O14 overall in a non-equilibrium geometry, with ωB97M-V/def2-TZVPD.

The total energy is -29120.562 eV. For the HOMO-LUMO gap, the calculation gives 9.759 eV. Its max |F| is 3.271 eV Å⁻¹. The LUMO energy comes out at -0.32 eV. Its energy relative to the best compared isomer or geometry (same formula, charge and spin) is 105.2 kJ/mol. The value obtained for the HOMO energy is -10.081 eV.

Structure (ORCA input):
```
! RIJCOSX wB97M-V def2-TZVPD def2/J DEFGRID3
* xyz 0 1
O -1.8334 2.3768 -0.7605
H -1.4944 2.5748 -1.6465
H -2.5004 1.7218 -0.9435
O -2.7004 -0.5222 3.0275
H -2.9324 -0.1092 3.8655
H -2.3644 0.2538 2.5915
O 0.0516 -0.0382 -0.4125
H 0.5236 0.5828 0.0675
H -0.7804 -0.2242 0.1205
O 0.0546 -2.8752 0.2605
H 0.5586 -2.4932 -0.4765
H -0.8404 -2.7502 0.0925
O -0.6914 -1.5482 -3.5015
H 0.0946 -1.6362 -2.9145
H -0.8494 -2.4032 -3.9345
O 2.5076 0.4888 -1.8505
H 3.3286 -0.0122 -1.8165
H 2.6566 1.1528 -2.5485
O 2.1346 1.5038 0.8725
H 3.0136 1.7438 1.2135
H 2.3206 1.4398 -0.0585
O -2.2854 -1.3032 0.4515
H -2.5124 -1.2472 1.4165
H -3.0524 -1.0312 -0.0285
O -1.4174 1.7408 1.9095
H -1.3674 1.8728 0.9795
H -1.7534 2.5748 2.3095
O -0.7064 1.2918 -2.9625
H -0.5954 0.5338 -3.4945
H -0.4724 0.9028 -2.1025
O 2.7316 -1.5232 0.9645
H 1.8936 -1.8652 0.7005
H 2.3496 -0.6342 0.9255
O 1.4246 -2.0202 -1.9435
H 1.6966 -1.0892 -1.8375
H 2.0136 -2.3872 -2.5965
O 0.6896 3.8798 1.6135
H 0.9006 3.9708 2.5095
H 1.2896 3.1928 1.2945
O -0.1314 -2.2092 3.0925
H -0.8054 -1.6252 3.4115
H -0.1494 -2.2522 2.1385
*
```



Computed, not measured: C3H4O3 as an isolated structure in a non-equilibrium geometry, with ωB97M-V/def2-TZVPD.

The total energy is -9313.952 eV. For the HOMO-LUMO gap, the calculation gives 9.795 eV. Its max |F| is 1.322 eV Å⁻¹. The LUMO energy comes out at -0.10 eV. Its energy relative to the best compared isomer or geometry (same formula, charge and spin) is 458.2 kJ/mol. The value obtained for the HOMO energy is -9.898 eV.

Structure (ORCA input):
```
! RIJCOSX wB97M-V def2-TZVPD def2/J DEFGRID3
* xyz 0 1
O -0.4578 -0.8301 2.8110
C -0.2822 -0.4982 1.7321
O 1.3144 -0.1946 0.7827
C 1.1762 0.0431 -0.4474
C -0.9848 0.2970 -0.7278
O -1.4990 -0.1113 0.3482
H 1.3871 1.0535 -0.8150
H 1.2854 -0.7883 -1.1546
H -0.9429 1.3777 -0.9103
H -0.9989 -0.3642 -1.6017
*
```



Computed, not measured: a 2-piece molecular cluster, C5H14 overall in a non-equilibrium geometry, with ωB97M-V/def2-TZVPD.

The total energy is -5409.986 eV. For the HOMO-LUMO gap, the calculation gives 11.717 eV. Its max |F| is 5.458 eV Å⁻¹. The LUMO energy comes out at 1.03 eV. Its energy relative to the best compared isomer or geometry (same formula, charge and spin) is 199.1 kJ/mol. The value obtained for the HOMO energy is -10.684 eV. Its SMILES is CCC.CC.

Structure (ORCA input):
```
! RIJCOSX wB97M-V def2-TZVPD def2/J DEFGRID3
* xyz 0 1
C 0.2337 1.1431 -1.5818
C -0.6215 0.0076 -2.1968
C -1.8251 -0.1625 -1.2964
H 0.0872 1.2784 -0.5624
H -0.2082 2.0762 -2.0655
H 1.3427 0.9415 -1.8314
H -0.7101 0.2813 -3.3236
H -0.2081 -1.0413 -2.1992
H -2.1189 -1.2751 -1.5871
H -1.4252 -0.4392 -0.2405
H -2.7115 0.5902 -1.2448
C 0.6966 -1.0595 2.6700
C 1.4807 0.0767 2.1980
H 0.4116 -1.1268 3.7621
H -0.3373 -0.8990 2.3097
H 1.1532 -2.0414 2.1716
H 0.9351 1.0900 2.4879
H 2.5882 0.2877 2.4644
H 1.4152 0.2449 1.1005
*
```



Computed, not measured: a 2-piece molecular cluster, C6H9ClS2 overall in a non-equilibrium geometry, with ωB97M-V/def2-TZVPD.

The total energy is -40556.828 eV. For the HOMO-LUMO gap (spin up / spin down), the calculation gives 7.086 / 7.083 eV. Its max |F| is 2.828 eV Å⁻¹. The LUMO energy (spin up / spin down) comes out at -0.77 / -0.78 eV. The value obtained for the HOMO energy (spin up / spin down) is -7.860 / -7.859 eV.

Structure (ORCA input):
```
! RIJCOSX wB97M-V def2-TZVPD def2/J DEFGRID3
* xyz 0 1
C -1.8511 -0.6308 -0.8341
C -1.5881 0.4920 -0.1550
C 1.9800 0.7152 -0.1278
C 1.4119 -0.5511 0.4480
C -1.9861 1.7424 -0.8360
C 1.7737 -1.6619 1.3936
S 1.2929 -0.5129 -1.2431
S -0.8999 0.3751 1.4993
Cl -1.7126 -2.2522 -0.2839
H -2.2301 -0.4531 -1.8871
H 1.2626 1.5445 0.0210
H 2.9677 1.0598 0.1117
H -1.8001 1.6996 -1.9804
H -1.3129 2.5284 -0.3529
H -3.0553 1.9002 -0.5104
H 1.5776 -1.4025 2.4658
H 2.7826 -1.9619 1.0157
H 1.3872 -2.6309 1.2557
*
```